No. 1
Below is a single C6H6O molecule at a distorted geometry, with properties calculated with ωB97M-V with the def2-TZVPD basis set.

Atoms and positions in Å:
O1 0.015 -0.662 1.817
C1 0.506 -1.080 0.576
C2 -0.536 -0.751 -0.547
C3 -1.048 0.633 -0.514
C4 -1.489 1.751 -0.456
C5 1.840 -0.444 0.299
C6 1.955 0.596 -0.307
H1 -0.204 0.281 1.726
H2 0.621 -2.154 0.601
H3 -1.382 -1.428 -0.386
H4 -0.133 -0.964 -1.546
H5 -1.879 2.751 -0.404
H6 1.734 1.469 -0.859

- LUMO (eV) = 0.65
- energy relative to the best compared isomer or geometry (same formula, charge and spin) (kcal per mole) = 116.2
- F_max (eV Å⁻¹) = 1.76
- M (g/mol) = 94.11
- Kohn-Sham gap (Eh) = 0.3970
- SMILES = C#CC[C@H](O)C#C
- E_HOMO (eV) = -10.2


No. 2
Below is a 2-piece molecular cluster, C3H6N2 overall at a distorted geometry, with properties calculated with ωB97M-V with the def2-TZVPD basis set.

Atoms and positions in Å:
C1 -1.380 0.442 0.676
N1 -0.141 0.016 0.687
C2 0.925 0.372 -0.064
C3 2.164 -0.237 0.203
N2 3.179 -0.756 0.441
H1 -1.655 1.250 0.011
H2 -2.087 -0.004 1.358
H3 -1.308 -0.758 -1.900
H4 0.058 -0.732 1.348
H5 -0.566 -0.764 -1.979
H6 0.810 1.172 -0.781

- LUMO (alpha / beta) (eV) = 0.31 / 0.31
- energy relative to the best compared isomer or geometry (same formula, charge and spin) (kcal per mole) = 73.8
- F_max (eV Å⁻¹) = 1.05
- M (g/mol) = 70.09
- Kohn-Sham gap (alpha / beta) (Eh) = 0.2982 / 0.2982
- E_HOMO (alpha / beta) (eV) = -7.8 / -7.8


No. 3
Below is C54H49GeN5O5PS3Ti as an isolated structure at a distorted geometry, with properties calculated with ωB97M-V with the def2-TZVPD basis set.

Atoms and positions in Å:
Ti1 -0.684 0.996 -0.391
O1 0.776 1.215 0.643
C1 1.532 0.352 -0.152
C2 2.613 -0.437 0.493
C3 3.681 0.288 1.022
C4 4.775 -0.359 1.564
C5 4.816 -1.747 1.584
C6 3.749 -2.473 1.085
C7 2.631 -1.839 0.539
P1 1.156 -2.802 0.024
C8 1.663 -3.611 -1.525
C9 0.658 -4.238 -2.260
C10 0.950 -4.873 -3.457
C11 2.252 -4.871 -3.940
C12 3.254 -4.236 -3.223
C13 2.963 -3.611 -2.019
C14 1.236 -4.188 1.225
C15 1.457 -5.515 0.878
C16 1.436 -6.510 1.849
C17 1.199 -6.189 3.175
C18 0.976 -4.864 3.532
C19 0.986 -3.876 2.564
H1 3.640 1.366 0.999
H2 5.596 0.217 1.969
H3 5.673 -2.263 1.996
H4 3.771 -3.555 1.137
H5 -0.366 -4.208 -1.904
H6 0.160 -5.352 -4.019
H7 2.482 -5.357 -4.880
H8 4.267 -4.221 -3.602
H9 3.751 -3.108 -1.473
H10 1.655 -5.780 -0.153
H11 1.612 -7.539 1.563
H12 1.186 -6.965 3.930
H13 0.788 -4.602 4.565
H14 0.812 -2.844 2.853
N1 -1.300 -0.565 1.053
C20 -2.756 -0.744 1.041
C21 -3.409 0.476 0.412
O2 -4.604 0.636 0.367
O3 -2.538 1.315 -0.129
H15 -0.801 -1.448 0.942
H16 -1.029 -0.133 1.941
H17 -3.171 -0.902 2.037
H18 -3.012 -1.600 0.414
S1 1.507 -0.164 -2.948
C22 1.103 0.189 -1.420
S2 -1.640 -0.922 -2.093
C23 -3.216 -0.446 -2.485
N2 -3.494 0.879 -2.685
C24 -4.721 1.339 -2.969
C25 -5.742 0.451 -3.118
C26 -5.410 -0.901 -2.951
N3 -4.210 -1.342 -2.651
H19 -2.735 1.533 -2.508
H20 -4.823 2.409 -3.084
H21 -6.744 0.777 -3.344
H22 -6.174 -1.663 -3.063
O4 0.780 3.841 -0.911
C27 0.283 3.254 -1.858
O5 -0.696 2.380 -1.717
C28 0.747 3.476 -3.277
C29 -0.296 3.093 -4.329
Ge1 -1.856 4.272 -4.435
C30 -1.459 5.759 -5.639
C31 -1.865 7.066 -5.381
C32 -1.593 8.090 -6.280
C33 -0.911 7.819 -7.456
C34 -0.508 6.520 -7.734
C35 -0.781 5.503 -6.832
C36 -2.425 5.024 -2.726
C37 -3.598 4.594 -2.109
C38 -4.041 5.165 -0.924
C39 -3.313 6.189 -0.338
C40 -2.138 6.627 -0.932
C41 -1.700 6.048 -2.115
C42 -3.342 3.238 -5.178
C43 -4.589 3.835 -5.376
C44 -5.650 3.116 -5.903
C45 -5.479 1.782 -6.254
C46 -4.246 1.175 -6.076
C47 -3.188 1.900 -5.538
H23 1.616 2.816 -3.387
H24 1.106 4.503 -3.352
H25 -0.618 2.076 -4.105
H26 0.160 3.066 -5.320
H27 -2.404 7.296 -4.469
H28 -1.915 9.099 -6.060
H29 -0.696 8.616 -8.155
H30 0.019 6.301 -8.654
H31 -0.464 4.494 -7.073
H32 -4.193 3.814 -2.571
H33 -4.953 4.810 -0.460
H34 -3.654 6.638 0.586
H35 -1.561 7.420 -0.474
H36 -0.777 6.401 -2.561
H37 -4.736 4.877 -5.110
H38 -6.610 3.595 -6.048
H39 -6.305 1.222 -6.674
H40 -4.105 0.139 -6.354
H41 -2.232 1.408 -5.407
N4 -1.352 3.580 1.195
C48 -0.744 3.062 2.281
S3 -1.578 2.012 3.302
N5 0.535 3.484 2.411
C49 1.548 3.077 3.303
C50 1.313 2.635 4.599
C51 2.389 2.294 5.405
C52 3.694 2.406 4.949
C53 3.922 2.879 3.664
C54 2.857 3.209 2.846
H42 -2.282 3.257 0.979
H43 -0.809 4.009 0.454
H44 0.902 3.921 1.573
H45 0.305 2.556 4.968
H46 2.198 1.945 6.411
H47 4.522 2.136 5.588
H48 4.934 2.987 3.294
H49 3.032 3.577 1.841

- 2S+1 = 2
- <S²> = 0.764
- LUMO (alpha / beta) (eV) = -0.33 / -0.92
- energy relative to the best compared isomer or geometry (same formula, charge and spin) (kcal per mole) = 8.0
- F_max (eV Å⁻¹) = 2.05
- M (g/mol) = 1095.67
- Kohn-Sham gap (alpha / beta) (Eh) = 0.2510 / 0.2349
- E_HOMO (alpha / beta) (eV) = -7.2 / -7.3


No. 4
Below is C34H35N4O6PS4Sn as an isolated structure at a distorted geometry, with properties calculated with ωB97M-V with the def2-TZVPD basis set.

Atoms and positions in Å:
Sn1 -0.551 -0.601 -0.667
C1 -2.692 -2.960 -4.653
N1 -2.698 -1.498 -4.547
C2 -3.343 -0.762 -5.635
C3 -2.115 -0.888 -3.531
O1 -1.599 -1.488 -2.569
C4 -2.047 0.630 -3.537
O2 -1.080 0.946 -2.559
C5 -0.692 2.298 -2.463
C6 0.557 2.257 -1.609
O3 0.743 1.234 -0.910
N2 1.406 3.263 -1.650
C7 2.680 3.202 -0.925
C8 1.110 4.483 -2.412
H1 -2.156 -3.252 -5.555
H2 -3.716 -3.325 -4.712
H3 -2.202 -3.385 -3.785
H4 -2.644 -0.566 -6.450
H5 -3.766 0.175 -5.284
H6 -4.157 -1.369 -6.021
H7 -3.022 1.047 -3.265
H8 -1.749 1.013 -4.514
H9 -1.465 2.880 -1.946
H10 -0.510 2.737 -3.443
H11 2.823 2.207 -0.520
H12 2.679 3.922 -0.108
H13 3.485 3.440 -1.617
H14 0.196 4.958 -2.059
H15 1.027 4.281 -3.479
H16 1.932 5.176 -2.266
O4 2.120 1.455 2.098
S1 1.929 0.045 2.071
O5 2.089 -0.716 0.881
O6 0.384 -0.281 2.523
C9 2.653 -0.686 3.493
C10 3.958 -1.128 3.560
C11 4.396 -1.638 4.777
C12 3.543 -1.711 5.874
C13 2.224 -1.282 5.783
C14 1.783 -0.752 4.582
P1 0.121 -0.260 4.141
C15 -0.318 1.352 4.637
C16 -1.541 1.858 4.171
C17 -1.879 3.163 4.477
C18 -1.014 3.943 5.241
C19 0.199 3.437 5.691
C20 0.560 2.135 5.387
C21 -1.081 -1.479 4.471
C22 -1.978 -1.291 5.524
C23 -2.879 -2.297 5.830
C24 -2.872 -3.475 5.098
C25 -1.964 -3.667 4.057
C26 -1.058 -2.674 3.737
H17 4.610 -1.091 2.696
H18 5.413 -1.994 4.865
H19 3.906 -2.125 6.805
H20 1.553 -1.382 6.628
H21 -2.212 1.243 3.572
H22 -2.817 3.571 4.124
H23 -1.293 4.957 5.493
H24 0.863 4.057 6.278
H25 1.509 1.738 5.725
H26 -1.966 -0.374 6.103
H27 -3.593 -2.158 6.631
H28 -3.590 -4.250 5.328
H29 -1.960 -4.598 3.507
H30 -0.343 -2.823 2.938
S2 -5.860 -2.368 3.246
C27 -4.930 -1.172 2.611
S3 -4.053 -1.356 1.120
C28 -3.369 0.222 1.304
N3 -3.746 0.847 2.359
N4 -4.650 0.086 3.074
C29 -5.269 0.737 4.199
C30 -6.602 0.514 4.500
C31 -7.181 1.199 5.560
C32 -6.444 2.104 6.307
C33 -5.111 2.331 5.986
C34 -4.522 1.648 4.934
S4 -2.387 0.984 0.081
H31 -7.188 -0.182 3.919
H32 -8.224 1.025 5.793
H33 -6.906 2.638 7.127
H34 -4.529 3.046 6.554
H35 -3.490 1.831 4.667

- total charge = +2
- LUMO (eV) = -4.99
- energy relative to the best compared isomer or geometry (same formula, charge and spin) (kcal per mole) = 12.0
- F_max (eV Å⁻¹) = 1.11
- M (g/mol) = 873.63
- Kohn-Sham gap (Eh) = 0.2528
- E_HOMO (eV) = -11.9


No. 5
Below is a 11-piece molecular cluster, H21O11 overall at a distorted geometry, with properties calculated with ωB97M-V with the def2-TZVPD basis set.

Atoms and positions in Å:
O1 1.894 -3.022 -1.754
H1 2.037 -3.480 -0.912
H2 -0.522 1.332 3.524
O2 -1.350 0.894 3.828
H3 -0.506 3.221 0.307
H4 -4.736 -0.455 -0.155
O3 0.062 1.925 -0.580
H5 -1.512 4.185 0.021
H6 -0.847 -0.656 0.143
O4 -1.529 -2.697 -1.491
H7 -0.930 -2.194 -0.821
H8 2.372 -2.831 1.728
O5 3.810 1.527 1.387
H9 0.512 -0.326 -0.253
H10 1.376 -2.233 -1.834
O6 -0.740 -0.417 -0.886
H11 1.982 -0.098 0.164
H12 -3.113 -0.715 -0.289
O7 -3.907 -0.547 0.303
H13 -0.328 0.926 -0.487
O8 -0.762 4.107 0.617
H14 0.706 2.007 -1.285
H15 -0.513 0.960 -3.111
O9 -1.330 1.025 -3.596
H16 -1.947 0.461 -3.135
H17 -1.117 -0.013 3.638
O10 1.370 -0.821 0.296
H18 3.393 2.085 2.055
H19 -1.043 -2.372 -2.271
O11 1.937 -2.258 2.372
H20 3.903 2.304 0.788
H21 1.380 -1.826 1.690

- total charge = -1
- LUMO (eV) = 2.73
- energy relative to the best compared isomer or geometry (same formula, charge and spin) (kcal per mole) = 76.4
- F_max (eV Å⁻¹) = 4.46
- M (g/mol) = 197.16
- Kohn-Sham gap (Eh) = 0.3441
- E_HOMO (eV) = -6.6


No. 6
Below is C35H37CrNO2P2 as an isolated structure at a distorted geometry, with properties calculated with ωB97M-V with the def2-TZVPD basis set.

Atoms and positions in Å:
Cr1 -1.812 -1.449 -0.037
C1 3.505 0.338 -1.518
C2 3.569 0.384 -0.181
C3 3.950 1.600 0.626
C4 3.439 2.976 0.137
C5 2.098 3.009 -0.506
C6 1.890 2.852 -1.815
C7 2.926 2.478 -2.819
C8 4.005 1.456 -2.369
C9 -3.891 -1.157 0.331
H1 3.188 -0.580 -2.024
H2 3.423 -0.537 0.393
H3 5.049 1.696 0.694
H4 3.597 1.423 1.657
H5 3.400 3.627 1.020
H6 4.169 3.404 -0.562
H7 1.294 3.343 0.143
H8 0.972 3.204 -2.286
H9 3.464 3.381 -3.160
H10 2.388 2.079 -3.696
H11 4.456 1.063 -3.288
H12 4.789 2.003 -1.828
H13 -4.443 -1.784 -0.392
H14 -4.379 -0.167 0.399
H15 -3.924 -1.675 1.322
P1 0.255 -1.669 0.988
P2 -1.871 0.800 0.109
C10 0.709 0.043 0.911
C11 -0.146 1.046 0.512
C12 0.745 -2.371 2.533
C13 1.916 -1.920 3.171
C14 2.310 -2.526 4.362
C15 1.525 -3.547 4.919
C16 0.343 -3.969 4.295
C17 -0.060 -3.373 3.104
C18 0.871 -2.625 -0.441
C19 0.293 -2.427 -1.717
C20 0.728 -3.228 -2.776
C21 1.665 -4.249 -2.549
C22 2.187 -4.478 -1.268
C23 1.791 -3.658 -0.205
C24 -2.784 1.951 1.161
C25 -2.914 1.647 2.525
C26 -3.722 2.441 3.334
C27 -4.386 3.546 2.798
C28 -4.240 3.869 1.444
C29 -3.426 3.083 0.628
C30 -2.210 1.235 -1.626
C31 -3.273 0.612 -2.300
C32 -3.487 0.888 -3.647
C33 -2.634 1.760 -4.327
C34 -1.564 2.368 -3.658
C35 -1.372 2.115 -2.301
H16 1.736 0.249 1.241
H17 0.169 2.084 0.574
H18 2.496 -1.114 2.725
H19 3.242 -2.211 4.836
H20 1.842 -4.024 5.843
H21 -0.267 -4.776 4.716
H22 -0.983 -3.674 2.605
H23 -0.520 -1.674 -1.850
H24 0.319 -3.059 -3.777
H25 1.988 -4.867 -3.389
H26 2.905 -5.285 -1.096
H27 2.158 -3.831 0.807
H28 -2.401 0.771 2.923
H29 -3.832 2.182 4.386
H30 -5.014 4.159 3.442
H31 -4.763 4.730 1.028
H32 -3.315 3.314 -0.430
H33 -3.898 -0.089 -1.753
H34 -4.331 0.421 -4.159
H35 -2.813 1.975 -5.378
H36 -0.900 3.050 -4.189
H37 -0.562 2.572 -1.745
O1 -3.046 -3.768 1.799
N1 -2.456 -3.345 0.786
O2 -2.121 -4.124 -0.162

- 2S+1 = 5
- <S²> = 6.073
- LUMO (alpha / beta) (eV) = -0.07 / -0.06
- F_max (eV Å⁻¹) = 4.33
- M (g/mol) = 617.63
- Kohn-Sham gap (alpha / beta) (Eh) = 0.2519 / 0.2779
- E_HOMO (alpha / beta) (eV) = -6.9 / -7.6


No. 7
Below is a 2-piece molecular cluster, C6H6N2O2S overall at a distorted geometry, with properties calculated with ωB97M-V with the def2-TZVPD basis set.

Atoms and positions in Å:
C1 2.003 -0.557 -1.378
C2 0.794 0.158 -1.329
C3 2.568 -0.769 -0.194
C4 0.412 0.531 -0.099
C5 -1.538 -1.437 1.457
C6 -0.753 1.390 0.264
N1 -1.583 1.664 -0.635
N2 -0.900 -2.185 0.785
O1 -2.252 -0.921 2.225
O2 -2.570 2.450 -0.260
S1 1.538 -0.215 1.090
H1 2.378 -0.937 -2.282
H2 0.209 0.466 -2.060
H3 3.240 -1.578 0.091
H4 -0.827 1.568 1.364
H5 -2.659 2.532 0.743
H6 -0.061 -2.160 0.219

- LUMO (eV) = 0.15
- energy relative to the best compared isomer or geometry (same formula, charge and spin) (kcal per mole) = 40.3
- F_max (eV Å⁻¹) = 4.60
- M (g/mol) = 170.19
- Kohn-Sham gap (Eh) = 0.3344
- SMILES = O/N=C/c1cccs1.N=C=O
- E_HOMO (eV) = -8.9


> Number 6 is which compound?

C35H37CrNO2P2


> The highest M belongs to which entry?

C54H49GeN5O5PS3Ti